[1]
ORCA calculation (ωB97M-V/def2-TZVPD) on a molecular structure, C26H33B2F5N3O7PS2V.

Summary:
**⟨S²⟩**: 0.885
**Multiplicity**: 2
**HOMO level (spin up / spin down)**: -7.95 / -8.00 eV
**Largest force on an atom**: 0.71 eV/A
**Kohn-Sham gap (spin up / spin down)**: 0.276 / 0.290 Ha
**Energy relative to the best compared isomer or geometry (same formula, charge and spin)**: 8.5 kcal/mol

Geometry (Å):
V  0.55  0.61  0.34
C  -0.25  -2.70  5.17
C  -0.46  -1.22  5.40
O  -1.50  -0.72  4.56
P  -1.06  0.44  3.47
S  0.40  2.37  1.30
S  -0.10  -0.84  2.03
O  -2.52  0.75  2.86
C  -3.47  -0.27  2.50
C  -4.58  -0.33  3.53
H  0.49  -3.08  5.87
H  0.10  -2.89  4.16
H  -1.18  -3.24  5.32
H  0.47  -0.66  5.22
H  -0.76  -1.02  6.43
H  -2.96  -1.23  2.40
H  -3.86  0.01  1.52
H  -4.18  -0.63  4.50
H  -5.33  -1.06  3.22
H  -5.07  0.64  3.63
C  -0.03  -4.50  -2.58
N  0.66  -3.33  -2.10
C  2.00  -2.93  -2.46
C  2.19  -1.74  -1.55
O  3.27  -1.11  -1.53
N  1.09  -1.50  -0.84
C  0.22  -2.50  -1.15
N  -0.91  -2.67  -0.51
H  0.65  -5.09  -3.19
H  -0.89  -4.23  -3.19
H  -0.35  -5.13  -1.74
H  2.09  -2.60  -3.50
H  2.74  -3.71  -2.27
H  -1.15  -1.99  0.22
H  -1.62  -3.30  -0.85
O  2.57  0.94  -3.46
B  2.57  1.30  -2.12
O  1.83  2.46  -1.92
C  1.40  2.84  -3.17
C  0.66  3.95  -3.53
C  0.38  4.09  -4.88
C  0.82  3.16  -5.82
C  1.58  2.05  -5.45
C  1.85  1.92  -4.10
H  0.32  4.65  -2.79
H  -0.20  4.94  -5.22
H  0.58  3.31  -6.87
H  1.94  1.33  -6.17
C  8.26  -1.08  2.96
C  7.29  -0.10  3.63
C  7.92  1.30  3.66
C  7.06  -0.57  5.07
C  5.98  -0.03  2.83
C  4.74  -0.20  3.42
C  3.54  -0.12  2.70
C  3.66  0.14  1.36
O  2.66  0.29  0.41
B  3.35  0.38  -0.89
O  4.73  0.61  -0.59
C  4.88  0.33  0.74
C  6.05  0.25  1.45
H  9.16  -1.18  3.57
H  8.58  -0.73  1.97
H  7.81  -2.06  2.85
H  8.87  1.28  4.20
H  7.26  2.01  4.17
H  8.10  1.67  2.66
H  8.02  -0.63  5.58
H  6.59  -1.55  5.10
H  6.44  0.13  5.63
H  4.67  -0.42  4.48
H  2.58  -0.25  3.16
H  7.00  0.40  0.95
F  -0.69  0.33  -2.09
C  -1.22  0.65  -0.82
F  -2.17  -0.33  -0.59
C  -2.06  1.91  -1.07
F  -2.95  1.72  -2.06
F  -2.75  2.23  0.03
F  -1.30  2.95  -1.41

Here are the Mulliken charges for atoms 1 to 4, given in e: atom 1 (V): 0.930, atom 2 (C): -1.021, atom 3 (C): -0.312, atom 4 (O): -0.258

[2]
ORCA calculation (ωB97M-V/def2-TZVPD) on 6 unconnected molecules or ions with the total composition C40H61NO18PS.

Summary:
**Net charge**: +1
**HOMO level**: -10.28 eV
**Largest force on an atom**: 5.45 eV/A
**Kohn-Sham gap**: 0.276 Ha

Geometry (Å):
C  2.14  1.04  3.93
C  1.80  -0.53  3.63
P  2.00  -0.91  1.75
C  3.88  -0.93  1.50
C  1.26  0.60  0.89
N  -0.02  0.89  0.56
C  -1.02  -0.15  0.93
C  -2.55  0.27  0.77
C  -3.56  -0.46  1.79
C  -4.70  0.64  2.16
C  -5.08  0.99  3.62
C  -6.16  2.11  3.81
C  -6.80  2.85  2.58
C  -6.42  2.48  1.10
C  -5.35  1.37  0.93
C  -0.11  2.23  -0.08
C  -1.20  2.54  -1.22
O  -1.62  1.40  -2.00
C  -0.61  0.98  -2.95
C  1.30  2.91  -0.54
C  1.43  4.49  -0.13
C  2.91  4.93  0.38
C  3.08  4.88  1.99
O  4.18  4.44  2.42
O  2.02  5.30  2.87
S  2.52  1.86  0.43
H  2.03  1.29  5.07
H  3.19  1.33  3.58
H  1.41  1.75  3.40
H  2.50  -1.15  4.28
H  0.70  -0.67  3.96
H  4.40  -1.79  2.06
H  4.17  -0.89  0.38
H  4.31  0.04  1.95
H  -0.77  -1.11  0.36
H  -0.87  -0.42  2.05
H  -2.92  0.04  -0.30
H  -2.62  1.41  0.94
H  -3.06  -0.91  2.71
H  -4.14  -1.27  1.19
H  -4.55  0.44  4.46
H  -6.42  2.39  4.88
H  -7.57  3.68  2.74
H  -6.86  3.01  0.19
H  -5.03  1.08  -0.14
H  -0.43  2.92  0.78
H  -0.79  3.38  -1.89
H  -2.12  3.00  -0.68
H  0.16  1.82  -3.08
H  -0.15  0.00  -2.54
H  -1.09  0.79  -3.97
H  1.41  2.91  -1.69
H  0.67  4.83  0.65
H  1.19  5.08  -1.09
H  3.77  4.37  -0.15
H  3.04  6.04  0.09
H  1.57  4.45  3.10
C  -3.82  1.69  -4.99
C  -3.70  1.54  -6.49
C  -4.83  0.78  -7.12
O  -4.23  0.22  -8.27
C  -2.91  0.04  -7.96
O  -2.15  -0.64  -8.59
O  -2.58  0.72  -6.83
H  -4.69  2.30  -4.73
H  -3.90  0.72  -4.50
H  -2.93  2.17  -4.59
H  -3.56  2.51  -6.96
H  -5.67  1.43  -7.39
H  -5.20  -0.04  -6.49
C  0.81  -5.38  -0.56
C  0.72  -4.18  -1.48
C  1.82  -4.12  -2.49
O  1.91  -2.72  -2.74
C  1.53  -2.10  -1.60
O  1.72  -0.93  -1.36
O  0.91  -2.97  -0.75
H  0.69  -6.31  -1.11
H  1.77  -5.40  -0.03
H  0.03  -5.33  0.21
H  -0.27  -4.14  -1.95
H  1.58  -4.67  -3.40
H  2.78  -4.46  -2.11
C  1.37  -11.01  -0.30
C  2.41  -10.17  0.41
C  2.01  -9.77  1.80
O  2.73  -8.56  1.99
C  2.86  -8.00  0.75
O  3.20  -6.87  0.55
O  2.57  -8.90  -0.23
H  1.23  -11.97  0.20
H  0.41  -10.50  -0.35
H  1.68  -11.20  -1.33
H  3.38  -10.68  0.41
H  2.29  -10.51  2.55
H  0.94  -9.55  1.90
C  5.13  2.40  -5.76
C  4.54  3.56  -4.99
C  4.41  3.31  -3.52
O  3.32  4.14  -3.15
C  2.53  4.23  -4.25
O  1.40  4.64  -4.24
O  3.18  3.77  -5.36
H  6.17  2.21  -5.45
H  4.55  1.49  -5.61
H  5.12  2.61  -6.83
H  5.10  4.48  -5.20
H  5.32  3.58  -2.97
H  4.14  2.27  -3.27
C  -2.36  3.21  7.97
C  -1.52  2.06  7.45
C  -0.09  2.43  7.19
O  0.28  1.50  6.18
C  -0.86  1.22  5.49
O  -0.89  0.67  4.42
O  -1.96  1.64  6.16
H  -2.01  3.55  8.95
H  -2.34  4.05  7.28
H  -3.41  2.90  8.06
H  -1.59  1.20  8.13
H  0.54  2.32  8.07
H  0.03  3.44  6.78

Here are the Mulliken charges for atoms 1 to 4, given in e: atom 1 (C): -0.724, atom 2 (C): -0.197, atom 3 (P): 0.067, atom 4 (C): -0.986

[3]
ORCA calculation (ωB97M-V/def2-TZVPD) on a molecular structure, C22H24F5NO5Sr.

Summary:
**Net charge**: +2
**HOMO level**: -11.62 eV
**Largest force on an atom**: 10.10 eV/A
**Kohn-Sham gap**: 0.119 Ha

Geometry (Å):
C  5.93  -2.93  0.77
C  6.12  -1.56  0.82
C  5.05  -0.65  1.30
O  5.09  -0.31  2.43
O  4.03  -0.25  0.46
C  4.10  1.15  0.18
C  3.50  1.43  -1.19
C  2.15  2.17  -1.11
C  1.01  1.12  -1.23
C  0.58  0.91  -2.67
C  -0.20  -0.48  -2.76
C  -1.33  -0.49  -1.70
C  -1.48  -1.41  -0.76
C  -0.48  -2.56  -0.66
F  -0.58  -3.26  -1.83
F  0.78  -2.09  -0.56
C  -0.69  -3.57  0.50
F  -0.84  -2.94  1.66
F  -1.70  -4.39  0.23
F  0.42  -4.32  0.56
C  -2.67  -1.25  0.15
O  -3.27  -2.20  0.52
C  -3.08  0.15  0.50
C  -3.68  0.49  1.82
C  -4.66  -0.55  2.38
C  -2.61  0.88  2.87
C  -1.97  2.23  2.57
C  -2.90  1.07  -0.46
N  -3.25  2.44  -0.36
C  -4.35  2.74  -0.81
O  -5.40  2.97  -1.16
C  -2.34  0.68  -1.74
O  -2.65  1.27  -2.78
H  5.37  -3.41  -0.03
H  6.35  -3.59  1.52
H  7.08  -1.15  0.50
H  5.14  1.46  0.19
H  3.57  1.68  0.97
H  4.16  2.01  -1.82
H  3.38  0.46  -1.67
H  2.05  2.88  -1.92
H  2.04  2.61  -0.14
H  1.42  0.19  -0.85
H  0.16  1.37  -0.59
H  1.42  0.90  -3.36
H  -0.09  1.74  -3.00
H  0.47  -1.33  -2.73
H  -0.68  -0.53  -3.76
H  -4.27  1.40  1.67
H  -5.44  -0.03  2.92
H  -5.17  -1.04  1.55
H  -4.18  -1.29  3.01
H  -1.88  0.08  3.01
H  -3.17  1.00  3.79
H  -1.42  2.59  3.43
H  -2.74  2.97  2.40
H  -1.35  2.21  1.68
Sr  -1.15  0.54  -4.75

Here are the Mulliken charges for atoms 1 to 4, given in e: atom 1 (C): -0.675, atom 2 (C): -0.353, atom 3 (C): 0.543, atom 4 (O): -0.413

Among the records above, which one has the lowest largest force on an atom?
C26H33B2F5N3O7PS2V